Record 1
The following is a quantum chemistry calculation of a structure of composition C41H43Br2N8OP2STl at a distorted geometry, from OMol25.

**Charge**: -2
**Energy**: -8502.90461 Ha
**Spin multiplicity**: 1

Each line ends with the Mulliken charge.
Geometry (Å):
Tl -0.695 -1.424 0.882  1.893
N -0.767 2.499 -2.193  0.038
C -0.276 1.542 -1.222  -0.303
N -1.070 0.377 -1.004  0.694
C -2.025 0.059 -1.835  0.020
N -2.790 -1.041 -1.704  -1.322
N -2.476 -1.882 -0.744  0.969
C -3.240 -2.923 -0.575  -0.984
C -2.949 -3.937 0.374  1.003
C -3.856 -4.993 0.576  -1.233
C -3.551 -5.980 1.479  -0.222
C -2.358 -5.893 2.192  -1.084
C -1.534 -4.803 1.956  -0.293
N -1.799 -3.866 1.069  0.199
C -2.402 0.930 -2.956  0.511
C -3.389 0.596 -3.873  -0.172
C -3.819 1.520 -4.809  -0.900
C -3.286 2.804 -4.808  -0.449
C -2.294 3.150 -3.918  -0.758
C -1.810 2.209 -3.002  -0.340
H -0.674 3.448 -1.796  0.352
H 0.721 1.205 -1.571  -1.661
H -4.139 -3.031 -1.180  0.221
H -4.782 -5.004 0.021  0.423
H -4.234 -6.806 1.631  0.392
H -2.081 -6.656 2.903  0.419
H -0.617 -4.671 2.514  0.560
H -3.825 -0.390 -3.801  0.436
H -4.588 1.262 -5.527  0.376
H -3.666 3.540 -5.507  0.372
H -1.874 4.146 -3.913  0.447
C 2.526 0.077 2.358  -1.664
P 1.761 0.115 0.694  1.510
C 1.329 1.901 0.622  -0.969
N 2.297 2.698 0.862  0.030
C 2.133 4.046 0.638  -0.373
C 3.220 4.895 0.787  -0.390
C 3.113 6.231 0.457  -0.697
C 1.890 6.722 -0.009  -0.505
C 0.803 5.902 -0.165  -0.672
C 0.880 4.514 0.132  0.401
N -0.161 3.726 -0.081  -1.577
C -0.031 2.317 0.139  2.571
P -1.420 1.574 1.205  0.844
C -2.903 2.327 0.394  -1.669
C -1.446 2.546 2.839  1.979
C -2.588 1.921 3.640  -1.478
C -0.126 2.247 3.539  -1.691
C -1.634 4.058 2.734  -1.796
C 3.303 -0.077 -0.438  2.036
C 4.231 1.135 -0.494  -2.094
C 2.803 -0.412 -1.846  -1.904
C 4.078 -1.285 0.088  -2.068
H 3.288 0.855 2.428  0.317
H 2.917 -0.919 2.548  0.548
H 1.731 0.269 3.077  0.282
H 4.154 4.488 1.152  0.406
H 3.972 6.886 0.540  0.354
H 1.812 7.777 -0.255  0.346
H -0.134 6.298 -0.536  0.404
H -3.020 3.358 0.713  0.451
H -3.782 1.746 0.684  0.391
H -2.811 2.289 -0.688  0.324
H -2.379 0.864 3.804  0.101
H -3.528 1.998 3.096  0.267
H -2.703 2.415 4.606  0.505
H 0.000 1.167 3.597  -0.144
H -0.123 2.651 4.554  0.658
H 0.709 2.682 2.991  0.362
H -2.676 4.320 2.559  0.375
H -1.031 4.473 1.932  0.132
H -1.332 4.525 3.673  0.536
H 3.724 2.008 -0.897  0.310
H 5.087 0.898 -1.132  0.543
H 4.599 1.401 0.493  0.296
H 2.373 0.461 -2.336  0.366
H 2.038 -1.184 -1.799  0.129
H 3.626 -0.766 -2.467  0.566
H 4.600 -1.050 1.011  0.307
H 4.817 -1.613 -0.645  0.497
H 3.399 -2.111 0.278  0.547
Br 3.296 -4.604 3.048  -0.252
C 2.493 -4.803 1.330  -0.063
C 2.790 -5.915 0.572  -0.429
C 2.242 -6.036 -0.686  0.213
Br 2.645 -7.629 -1.684  -0.327
C 1.421 -5.042 -1.239  0.588
C 0.884 -5.073 -2.541  -1.233
C 0.160 -4.002 -2.995  -1.405
C -0.058 -2.916 -2.144  -0.286
N 0.395 -2.884 -0.911  1.401
C 1.127 -3.899 -0.444  -0.408
C 1.652 -3.746 0.907  0.361
O 1.407 -2.741 1.607  -0.381
H 3.454 -6.675 0.962  0.444
H 1.058 -5.937 -3.170  0.307
H -0.249 -3.995 -3.994  0.507
H -0.614 -2.054 -2.481  0.256
S -1.346 -1.398 3.129  -0.899

Forces on the atoms, in the same order (eV/Å):
0.4 0.3 0.2
-0.1 0.0 0.1
0.9 0.2 -0.4
-0.5 -1.0 -0.9
0.7 0.0 0.7
-1.0 -0.3 -0.7
0.0 -0.5 0.4
0.0 1.3 -0.9
0.4 -0.9 1.0
0.1 0.5 -0.2
0.3 -0.1 0.3
-0.3 -0.1 -0.2
0.2 -0.3 0.3
-0.4 -0.1 -0.7
0.0 0.4 -0.1
0.0 0.1 0.0
-0.2 -0.2 -0.2
0.0 0.1 0.0
-0.1 0.1 -0.1
0.1 -0.4 -0.2
0.0 -0.1 0.0
-0.3 0.1 0.1
0.1 0.1 -0.1
-0.1 0.0 -0.1
0.0 -0.1 0.0
0.1 0.0 0.1
0.1 0.1 0.1
0.0 0.0 0.0
0.0 -0.1 0.0
0.1 0.0 0.0
0.1 0.1 0.0
-0.1 -0.1 -0.2
0.5 -0.1 0.2
0.6 0.0 -0.1
-0.1 -0.5 0.3
-0.2 0.6 -0.1
-0.2 0.0 0.0
0.4 0.3 0.1
0.1 0.2 0.0
0.0 0.2 0.0
0.1 -0.1 0.0
0.0 0.4 -0.1
-0.6 0.1 0.1
-0.2 0.8 0.9
0.1 -0.1 0.1
0.1 0.0 -0.2
0.1 -0.1 -0.1
0.0 -0.1 -0.2
0.1 -0.1 -0.1
-0.2 0.1 -0.1
-0.1 -0.1 0.0
-0.1 0.1 0.1
-0.2 0.0 0.0
0.0 0.0 0.0
0.0 0.0 0.0
0.0 0.0 0.0
0.0 -0.1 0.0
0.0 0.0 0.1
-0.1 0.0 0.0
-0.1 0.0 0.0
-0.1 0.1 -0.2
0.0 0.0 0.0
-0.1 0.1 0.1
-0.1 0.0 0.0
-0.2 0.1 0.0
0.0 0.2 0.1
0.1 -0.1 0.1
0.0 0.1 0.1
0.1 0.1 0.1
-0.1 0.1 -0.1
0.0 0.1 0.0
0.0 0.1 0.2
0.1 0.0 -0.1
0.1 -0.1 -0.1
0.0 0.0 0.1
0.0 0.1 -0.1
0.0 -0.1 -0.1
0.1 0.0 0.0
0.0 0.0 0.1
0.1 0.1 -0.1
0.0 -0.2 0.1
0.0 -0.1 -0.1
0.1 0.4 0.4
-0.2 -0.1 -0.5
0.4 -0.7 0.1
0.0 0.1 0.0
-0.1 0.2 0.1
-0.2 0.2 -0.1
0.2 -0.4 0.0
0.0 0.2 0.1
-0.4 0.3 -0.3
0.3 -0.5 -0.1
0.2 -0.2 0.4
-0.1 -0.1 -0.2
-0.1 0.0 0.0
0.0 0.0 0.0
0.0 0.1 -0.1
-0.1 0.1 0.0
-0.1 -0.3 0.5

***

Record 2
The following is a quantum chemistry calculation of a cluster of 2 separate species, C9H14 in total at a distorted geometry, from OMol25.

**Charge**: 0
**Energy**: -351.22506 Ha
**Spin multiplicity**: 1

Each line ends with the Mulliken charge.
Geometry (Å):
C 1.087 2.771 -0.601  -1.223
C 0.248 1.607 -0.978  0.971
C 0.995 0.367 -1.088  -0.489
C 0.517 -0.788 -1.545  -0.144
C -0.899 -0.852 -1.897  -0.609
C -1.653 0.265 -1.528  -0.310
C -1.145 1.466 -1.176  -0.783
H 2.013 2.928 -1.051  0.350
H 1.177 2.916 0.418  0.324
H 0.166 3.534 -0.924  0.268
H 1.982 0.455 -0.495  0.233
H 1.156 -1.774 -1.488  0.298
H -1.410 -1.809 -2.163  0.313
H -2.723 0.121 -1.645  0.327
H -1.751 2.243 -0.941  0.482
C 0.176 -1.934 2.814  -0.941
C -0.237 -1.482 1.366  -0.457
H -0.572 -1.958 3.693  0.268
H 0.930 -2.808 2.796  0.234
H 0.948 -1.214 3.200  0.259
H -1.373 -1.209 1.333  0.220
H 0.368 -0.591 1.119  0.035
H 0.000 -2.254 0.780  0.374

Forces on the atoms, in the same order (eV/Å):
-6.1 2.5 -1.6
0.8 -4.2 -0.5
1.8 3.3 2.2
-1.6 -3.9 -1.1
1.5 0.0 1.5
-1.2 -2.8 -1.8
4.1 0.2 0.6
1.2 0.1 -1.3
0.2 0.1 2.3
3.2 -0.4 0.7
-1.2 -0.5 -1.6
-1.3 2.1 -0.4
0.7 1.0 0.1
-0.1 0.4 0.1
-1.9 2.4 0.4
2.0 0.5 1.4
-2.3 3.1 4.1
0.9 -0.5 -1.8
-1.9 0.5 0.0
-0.9 0.0 -0.2
2.2 -0.6 -0.2
-0.6 -0.6 -0.1
0.5 -2.7 -2.8

***

Record 3
The following is a quantum chemistry calculation of a cluster of 2 separate species, C3H3N2OS in total at a distorted geometry, from OMol25.

**Charge**: +1
**Energy**: -698.54664 Ha
**Spin multiplicity**: 1

Each line ends with the Mulliken charge.
Geometry (Å):
C -2.845 -0.494 -0.061  0.450
C 0.936 1.967 -0.017  0.699
C -2.926 -1.854 -0.069  -0.240
N 1.780 1.047 0.495  -0.066
N 0.701 0.673 -0.253  -0.429
O 0.642 3.084 -0.017  -0.392
S -2.781 1.070 -0.073  0.107
H -2.087 -2.268 -0.623  0.298
H -3.633 -2.461 0.407  0.346
H 2.575 0.582 0.615  0.227

Forces on the atoms, in the same order (eV/Å):
-0.7 1.7 0.3
0.3 -0.2 0.5
1.9 2.4 -1.0
-2.3 1.6 0.7
-1.5 -1.7 -1.2
-0.8 2.5 -0.4
0.1 -3.0 0.0
-0.1 -0.5 0.0
-1.1 -0.6 0.7
4.3 -2.3 0.5

***

Record 4
The following is a quantum chemistry calculation of a structure of composition C33H40AsBCdN8O2, from OMol25.

**Charge**: +1
**Energy**: -4298.31422 Ha
**Spin multiplicity**: 2
**⟨S²⟩**: 0.798

Each line ends with the Mulliken spin population.
Geometry (Å):
Cd -0.141 -0.190 -0.055  0.006
C -2.881 2.100 -1.819  0.000
C -2.704 0.723 -2.363  0.000
C -3.352 0.157 -3.463  0.000
C -2.802 -1.097 -3.591  0.000
N -1.887 -1.261 -2.617  0.000
N -1.828 -0.132 -1.847  0.000
B -0.881 -2.390 -2.332  0.003
N -1.135 -2.933 -0.862  -0.001
C -1.520 -4.169 -0.501  0.000
C -1.688 -4.208 0.866  0.000
C -1.385 -2.915 1.296  -0.001
C -1.388 -2.342 2.673  0.002
N -1.078 -2.162 0.248  0.004
N 0.582 -1.794 -2.508  -0.002
C 1.529 -2.184 -3.375  -0.001
C 2.629 -1.364 -3.245  0.003
C 2.275 -0.451 -2.254  -0.002
C 3.063 0.666 -1.660  0.001
N 1.040 -0.703 -1.838  0.003
N -0.948 -3.616 -3.228  0.001
C -0.143 -4.703 -3.130  0.000
C -0.529 -5.615 -4.078  0.000
C -1.616 -5.000 -4.731  0.000
C -2.440 -5.535 -5.859  0.000
N -1.862 -3.810 -4.216  0.000
H -3.477 2.700 -2.502  0.000
H -3.395 2.100 -0.856  0.000
H -1.914 2.592 -1.703  0.000
H -4.107 0.606 -4.082  0.000
H -2.976 -1.887 -4.295  0.000
H -1.679 -4.934 -1.239  0.000
H -2.007 -5.045 1.460  0.000
H -0.958 -3.047 3.383  0.001
H -0.792 -1.426 2.714  -0.002
H -2.400 -2.111 3.009  0.000
H 1.354 -2.999 -4.054  0.000
H 3.541 -1.404 -3.812  0.000
H 4.012 0.787 -2.179  0.000
H 2.521 1.612 -1.727  0.000
H 3.278 0.472 -0.606  0.001
H 0.641 -4.747 -2.393  0.000
H -0.100 -6.580 -4.275  0.000
H -2.090 -6.523 -6.153  0.000
H -3.487 -5.619 -5.572  0.000
H -2.382 -4.882 -6.729  0.000
C 4.037 0.318 3.318  -0.009
C 3.116 -0.457 2.410  0.005
O 2.135 0.081 1.925  0.045
C 3.438 -1.890 2.118  0.140
C 4.464 -2.521 2.774  -0.041
C 4.788 -3.867 2.519  0.274
C 4.077 -4.609 1.571  -0.089
C 3.052 -4.021 0.883  0.222
C 2.675 -2.639 1.120  0.009
O 1.743 -2.141 0.477  0.384
H 3.685 1.345 3.364  0.001
H 5.062 0.297 2.950  0.002
H 4.039 -0.106 4.323  0.001
H 5.048 -1.987 3.511  0.011
H 5.601 -4.323 3.067  0.008
H 4.346 -5.640 1.389  0.003
H 2.470 -4.548 0.140  0.019
C -0.776 3.689 0.834  0.000
As -0.699 1.878 1.498  0.001
C 0.301 2.185 3.119  0.000
C -2.520 1.528 2.142  0.000
C -3.066 2.613 3.019  0.000
C -2.869 2.580 4.397  0.000
C -3.342 3.604 5.204  0.000
C -4.021 4.676 4.642  0.000
C -4.232 4.712 3.271  0.000
C -3.758 3.687 2.467  0.000
H -1.120 4.315 1.656  0.000
H -1.458 3.779 -0.006  0.000
H 0.224 3.995 0.529  0.000
H -0.216 2.964 3.680  0.000
H 1.299 2.519 2.843  0.000
H 0.382 1.271 3.699  0.000
H -2.494 0.561 2.648  0.000
H -3.122 1.397 1.241  0.000
H -2.351 1.739 4.845  0.000
H -3.187 3.561 6.273  0.000
H -4.395 5.471 5.271  0.000
H -4.775 5.535 2.828  0.000
H -3.937 3.716 1.398  0.000

Forces on the atoms, in the same order (eV/Å):
-0.1 0.3 -0.2
0.0 0.0 0.0
0.0 0.1 0.1
0.0 -0.1 0.0
0.1 0.0 0.0
0.0 0.1 0.1
0.1 -0.1 0.0
0.2 -0.1 0.1
0.0 0.1 0.0
-0.1 0.0 -0.1
0.0 0.0 0.0
-0.1 0.1 0.1
0.1 0.0 0.1
0.3 0.1 -0.2
-0.1 0.1 0.1
-0.1 -0.1 -0.1
0.0 0.0 0.0
0.0 0.1 0.0
0.1 0.0 0.0
-0.1 -0.3 0.2
-0.2 -0.1 -0.2
0.1 -0.1 0.0
0.0 0.1 0.1
-0.1 0.0 -0.1
0.0 0.0 0.0
0.0 0.2 0.1
0.0 0.0 0.0
0.0 0.0 0.0
0.0 0.0 0.0
0.0 0.0 0.0
0.0 -0.1 -0.1
0.0 0.0 0.0
0.0 0.0 0.0
0.0 0.0 0.0
0.0 0.0 0.0
0.0 0.0 0.0
0.0 0.0 0.0
0.1 0.0 0.0
0.0 0.0 0.0
0.0 0.0 0.0
0.0 0.0 0.0
0.0 0.0 0.0
0.0 0.0 0.0
0.0 0.0 0.0
0.0 0.0 0.0
0.0 0.0 0.0
0.0 0.0 0.0
-0.2 -0.1 -0.2
0.2 0.0 0.2
0.1 0.2 0.1
0.0 -0.1 0.0
0.0 0.2 0.1
0.0 0.0 0.0
0.0 0.0 0.1
0.0 0.0 0.0
-0.1 -0.2 -0.1
0.0 0.0 0.0
0.0 0.0 0.0
0.0 0.0 0.0
0.0 0.0 0.0
0.0 0.0 0.0
0.0 0.0 0.0
0.0 0.0 0.0
0.0 0.1 0.0
0.0 -0.4 -0.1
0.0 0.1 0.0
-0.1 0.0 -0.1
0.0 0.0 0.0
0.0 0.0 0.0
0.0 0.0 0.0
0.0 0.0 0.0
0.0 0.0 0.0
0.0 0.0 0.0
0.0 0.1 -0.1
0.0 0.0 0.0
0.0 0.0 0.0
0.0 -0.1 0.1
0.0 0.0 0.0
0.0 0.0 0.0
0.1 0.0 0.0
0.0 0.0 0.0
0.0 0.0 0.0
0.0 0.0 0.0
0.0 0.0 0.0
0.0 0.0 0.0
0.0 0.0 0.0

***

Record 5
The following is a quantum chemistry calculation of the molecule C4H9N3O at a distorted geometry, from OMol25.

**Charge**: 0
**Energy**: -397.22560 Ha
**Spin multiplicity**: 1

Each line ends with the Mulliken charge.
Geometry (Å):
C -0.081 -0.556 2.112  -1.166
C 0.762 -0.089 0.934  -0.688
C -0.112 0.650 -0.194  0.310
N 0.456 1.904 -0.611  -0.715
N -0.209 -0.241 -1.362  -0.044
O -0.764 0.386 -2.560  -0.463
C -0.417 -1.571 -1.219  0.363
N -0.729 -2.686 -1.191  -0.486
H -0.669 0.272 2.523  0.339
H -0.771 -1.353 1.824  0.288
H 0.561 -0.934 2.914  0.377
H 1.379 -0.913 0.559  0.425
H 1.485 0.644 1.316  0.333
H -1.110 0.826 0.221  0.214
H 0.068 2.117 -1.530  0.321
H 1.463 1.832 -0.730  0.249
H -1.312 -0.288 -3.006  0.342

Forces on the atoms, in the same order (eV/Å):
-0.2 -0.1 0.1
-0.4 0.9 -0.4
0.9 -0.6 0.7
0.0 0.0 -0.1
0.4 -1.4 -0.6
0.1 -0.8 0.9
-0.8 1.2 -0.6
0.4 0.1 0.1
0.1 -0.1 -0.1
0.0 0.0 0.0
-0.1 0.0 -0.1
-0.3 0.1 -0.4
-0.2 0.1 -0.2
0.0 0.0 -0.1
0.1 0.3 0.3
-0.1 -0.1 0.0
0.2 0.2 0.5

***

What is the charge in the third record? +1